1.
Molecular formula: C25H33Br2OPdSi
Method: DFT, ωB97M-V with the def2-TZVPD basis set

## Properties
* net charge: -1
* E_LUMO: 2.55 eV
* Kohn-Sham gap: 0.257 Ha
* HOMO energy: -0.1629 Ha

Last column: Mulliken charge in e.
Positions of all 63 atoms, in Å:
Pd1 -0.248 -1.503 -1.596  -0.027
C1 -3.262 2.479 4.453  -1.633
C2 -3.964 2.438 3.088  2.129
C3 -5.203 1.553 3.221  -2.193
C4 -4.425 3.856 2.721  -1.658
C5 -3.005 1.919 2.020  -0.191
C6 -3.273 0.817 1.222  -0.494
C7 -2.359 0.447 0.259  -0.477
Br1 -2.765 -1.066 -0.845  -0.247
C8 -1.131 1.097 -0.035  0.947
O1 -0.366 0.726 -0.990  -1.140
C9 -0.844 2.198 0.845  -0.248
C10 -1.787 2.567 1.792  0.357
C11 0.444 3.036 0.749  2.036
C12 0.096 4.403 0.142  -1.632
C13 1.559 2.409 -0.099  -2.007
C14 1.039 3.251 2.152  -1.786
H1 -3.947 2.841 5.226  0.452
H2 -2.395 3.141 4.436  0.304
H3 -2.916 1.483 4.735  0.363
H4 -5.857 1.951 4.001  0.434
H5 -4.935 0.531 3.494  0.401
H6 -5.774 1.521 2.291  0.389
H7 -5.123 4.243 3.469  0.459
H8 -4.923 3.855 1.749  0.357
H9 -3.578 4.542 2.659  0.299
H10 -4.180 0.238 1.335  0.536
H11 -1.562 3.430 2.408  0.152
H12 -0.322 4.277 -0.858  0.349
H13 0.993 5.026 0.064  0.432
H14 -0.639 4.933 0.753  0.299
H15 1.280 2.321 -1.144  0.332
H16 1.812 1.406 0.248  0.387
H17 2.449 3.041 -0.014  0.468
H18 0.368 3.788 2.822  0.339
H19 1.961 3.833 2.074  0.466
H20 1.280 2.291 2.613  0.396
Br2 0.325 -7.400 1.367  -0.243
C15 0.191 -5.729 0.456  0.176
C16 0.223 -4.554 1.185  -0.529
C17 0.129 -3.341 0.512  -0.169
C18 -0.005 -3.294 -0.875  -0.256
C19 -0.019 -4.494 -1.580  -0.084
C20 0.070 -5.715 -0.922  -0.418
H21 0.323 -4.581 2.262  0.395
H22 0.152 -2.422 1.086  0.408
H23 -0.094 -4.480 -2.659  0.406
H24 0.055 -6.644 -1.477  0.392
C21 3.706 -3.298 -5.533  -0.965
Si1 4.042 -2.393 -3.923  -0.073
C22 4.923 -0.782 -4.309  -0.973
C23 5.168 -3.454 -2.863  -0.946
C24 2.492 -2.074 -3.051  -1.166
C25 1.436 -1.854 -2.480  1.069
H25 4.631 -3.488 -6.084  0.288
H26 3.040 -2.713 -6.171  0.302
H27 3.221 -4.256 -5.336  0.285
H28 5.848 -0.955 -4.865  0.287
H29 5.170 -0.256 -3.384  0.296
H30 4.282 -0.125 -4.901  0.295
H31 6.105 -3.682 -3.378  0.286
H32 4.678 -4.395 -2.606  0.289
H33 5.406 -2.939 -1.930  0.297

=====

2.
Molecular formula: C25H33BrNOPtS2Te
Method: DFT, ωB97M-V with the def2-TZVPD basis set

## Properties
* net charge: +1
* E_LUMO: -3.27 eV
* Kohn-Sham gap: 0.256 Ha
* HOMO energy: -0.3758 Ha
* energy relative to the best compared isomer or geometry (same formula, charge and spin): 0.0 kcal/mol

Last column: Mulliken charge in e.
Positions of all 65 atoms, in Å:
Pt1 0.553 -1.720 0.676  0.440
C1 0.285 2.666 -5.691  -1.589
C2 1.516 2.516 -4.787  1.999
C3 2.083 3.904 -4.460  -1.587
C4 2.580 1.725 -5.547  -2.172
C5 1.108 1.820 -3.490  -0.490
C6 1.653 0.621 -3.078  -0.530
C7 1.216 0.072 -1.884  0.118
Br1 2.003 -1.601 -1.342  -0.234
C8 0.264 0.628 -1.042  0.966
O1 -0.119 0.073 0.113  -0.173
C9 -0.303 1.861 -1.465  -0.630
C10 0.140 2.400 -2.660  -0.081
C11 -1.365 2.565 -0.615  2.101
C12 -1.843 3.867 -1.261  -2.271
C13 -2.596 1.658 -0.450  -1.505
C14 -0.776 2.925 0.758  -1.273
H1 0.563 3.165 -6.622  0.458
H2 -0.496 3.261 -5.216  0.317
H3 -0.137 1.690 -5.939  0.360
H4 2.378 4.414 -5.379  0.458
H5 2.962 3.823 -3.817  0.363
H6 1.349 4.531 -3.952  0.314
H7 2.841 2.256 -6.463  0.424
H8 2.221 0.734 -5.832  0.413
H9 3.495 1.612 -4.961  0.415
H10 2.405 0.108 -3.660  0.537
H11 -0.291 3.337 -2.980  0.368
H12 -2.304 3.695 -2.236  0.434
H13 -1.031 4.587 -1.379  0.414
H14 -2.596 4.323 -0.617  0.443
H15 -3.041 1.440 -1.423  0.367
H16 -3.349 2.166 0.157  0.443
H17 -2.344 0.715 0.029  0.112
H18 0.063 3.614 0.643  0.342
H19 -0.419 2.041 1.282  -0.065
H20 -1.536 3.418 1.369  0.491
C15 -0.485 -2.522 4.213  -0.904
Te1 -1.106 -1.342 2.545  0.036
C16 -0.182 0.262 3.609  -0.805
C17 -0.207 -0.180 5.051  0.423
C18 -0.075 0.742 6.083  -0.783
C19 -0.084 0.317 7.402  -0.576
C20 -0.234 -1.032 7.696  -0.558
C21 -0.373 -1.954 6.671  -0.759
C22 -0.357 -1.533 5.346  0.569
H21 0.461 -2.999 3.961  0.391
H22 -1.228 -3.292 4.412  0.492
H23 -0.748 1.173 3.434  0.551
H24 0.825 0.388 3.214  0.468
H25 0.032 1.795 5.853  0.450
H26 0.014 1.039 8.201  0.404
H27 -0.252 -1.364 8.725  0.400
H28 -0.499 -3.005 6.901  0.434
S1 1.399 -3.774 1.341  -0.445
C23 0.371 -4.916 0.619  0.441
N1 0.812 -6.071 0.158  -0.189
C24 -0.193 -7.078 -0.184  -0.570
C25 -1.447 -6.283 -0.526  -0.530
S2 -1.348 -4.784 0.508  -0.026
H29 1.799 -6.282 0.196  0.257
H30 -0.355 -7.733 0.675  0.288
H31 0.151 -7.673 -1.027  0.331
H32 -2.356 -6.828 -0.287  0.399
H33 -1.466 -5.978 -1.570  0.309

=====

3.
Molecular formula: C25H33CeO2Se
Method: DFT, ωB97M-V with the def2-TZVPD basis set

## Properties
* multiplicity: 2
* E_LUMO (spin up / spin down): 0.21 / 0.21 eV
* ⟨S²⟩: 0.751
* Kohn-Sham gap (spin up / spin down): 0.261 / 0.261 Ha
* HOMO energy (spin up / spin down): -0.2537 / -0.2536 Ha
* energy relative to the best compared isomer or geometry (same formula, charge and spin): 0.0 kcal/mol

Last column: Mulliken charge in e.
Positions of all 62 atoms, in Å:
O1 -2.020 -4.632 -2.351  -0.384
C1 -3.465 -4.864 -2.277  -0.461
C2 -3.388 -6.310 -2.735  -0.851
H1 -3.992 -4.241 -3.012  0.297
H2 -3.862 -4.775 -1.256  0.279
C3 -1.877 -5.982 -2.856  1.475
H3 -3.881 -6.503 -3.695  0.305
H4 -3.623 -7.037 -1.948  0.303
C4 -1.447 -6.065 -4.306  -1.629
H5 -2.137 -5.536 -4.985  0.363
H6 -1.475 -7.132 -4.582  0.399
H7 -0.419 -5.698 -4.437  0.371
C5 -1.026 -6.861 -1.971  -1.681
H8 -1.396 -6.856 -0.933  0.359
H9 0.020 -6.523 -2.018  0.377
H10 -1.092 -7.891 -2.361  0.403
Ce1 0.821 1.754 0.871  0.073
C6 2.001 1.786 3.221  -0.666
C7 0.746 2.433 3.446  -0.229
C8 -0.298 1.469 3.266  -0.716
H11 0.618 3.473 3.738  0.644
C9 0.314 0.214 2.915  -0.352
C10 1.737 0.411 2.885  -0.618
H12 2.480 -0.352 2.657  0.453
H13 2.978 2.257 3.321  0.502
H14 -1.365 1.647 3.399  0.460
H15 -0.208 -0.726 2.742  0.576
C11 3.024 3.040 0.203  -0.225
C12 3.401 1.687 0.479  -0.778
C13 2.792 0.843 -0.502  -0.399
H16 4.046 1.360 1.297  0.557
C14 2.039 1.681 -1.399  -0.741
C15 2.190 3.034 -0.962  -0.343
H17 1.741 3.913 -1.431  0.432
H18 3.341 3.923 0.765  0.499
H19 2.875 -0.246 -0.564  0.546
H20 1.446 1.335 -2.251  0.494
O2 -0.484 -0.053 -0.223  -0.139
C16 0.010 -1.420 -0.430  -0.398
C17 -1.235 -2.278 -0.488  -0.306
H21 0.655 -1.669 0.419  0.278
H22 0.613 -1.440 -1.346  0.305
C18 -2.377 -1.318 -0.866  -0.702
H23 -1.413 -2.684 0.514  0.282
H24 -1.149 -3.125 -1.160  0.186
C19 -1.951 0.016 -0.280  -0.438
H25 -3.370 -1.647 -0.554  0.414
H26 -2.405 -1.209 -1.957  0.274
H27 -2.332 0.171 0.740  0.246
H28 -2.210 0.882 -0.900  0.325
Se1 -0.692 4.325 0.751  -0.179
C20 0.505 5.570 1.464  0.378
C21 0.346 5.985 2.808  -0.646
C22 1.241 6.874 3.383  -0.399
C23 2.291 7.415 2.626  -0.501
C24 2.419 7.062 1.272  -0.413
C25 1.523 6.173 0.689  -0.533
H29 -0.511 5.604 3.369  0.434
H30 1.110 7.163 4.431  0.357
H31 2.987 8.125 3.078  0.366
H32 3.218 7.500 0.667  0.384
H33 1.573 5.943 -0.377  0.333

=====

Summary of electronic energy in Ha
-6613.11714; -4859.98907; -3999.41905
(order as listed above)